P:
Formula: C5H16NO
Source: the Open Molecules 2025 dataset
Level of theory: ωB97M-V with the def2-TZVPD basis set

XYZ file:
```
23
Properties=species:S:1:pos:R:3:nbo_charge:R:1
C 0.3745 -1.7813 0.8185 -0.65
C 0.0512 -0.5876 -0.0336 0.00
C 0.2209 0.8247 0.5006 -0.24
C 1.6252 1.3388 0.1939 -0.60
C -0.0755 0.9553 1.9850 -0.62
N -1.3797 -0.7828 -0.6031 -0.70
H 1.4108 -1.7948 1.1487 0.27
H -0.2905 -1.8887 1.6746 0.23
H 0.1773 -2.6984 0.2705 0.22
H 0.6143 -0.6677 -0.9484 0.20
H -0.5251 1.4123 -0.0498 0.20
H 1.6954 2.3361 0.6228 0.24
H 2.3714 0.6987 0.6731 0.21
H 1.9073 1.3417 -0.8582 0.22
H -0.1662 1.9986 2.2854 0.24
H -0.9833 0.4539 2.2880 0.20
H 0.7079 0.5231 2.5952 0.22
H -2.0456 -0.4571 0.1077 0.43
H -1.6293 -0.1582 -1.3904 0.48
H -1.4469 -1.7970 -0.6836 0.44
H -1.2400 0.4703 -4.1583 0.51
H -0.2396 -0.0526 -3.2266 0.47
O -1.1347 0.3126 -3.2121 -0.96
```

Values from the calculation:
HOMO energy   -15.637 eV
LUMO energy   -0.1165 hartree
Kohn-Sham gap   12.4653 eV
Total charge   +1

Q:
Formula: C5H16NO
Source: the Open Molecules 2025 dataset
Level of theory: ωB97M-V with the def2-TZVPD basis set

XYZ file:
```
23
Properties=species:S:1:pos:R:3:nbo_charge:R:1
C 0.3970 2.2368 -0.3292 -0.58
C 1.5965 1.3195 0.0539 -0.54
C 1.2227 0.0828 0.7343 0.45
C 1.3782 -1.1968 0.0841 -0.58
C 2.8769 -1.5742 -0.0826 -0.56
N -4.5212 -0.4495 0.3680 -1.09
H -0.2910 1.7307 -0.9995 0.25
H 0.7958 3.0849 -0.8912 0.26
H 2.1591 1.0242 -0.8435 0.26
H 2.2479 1.8602 0.7587 0.29
H 1.2179 0.0958 1.8266 0.22
H -0.8497 -0.2227 -0.2109 0.42
H 0.9218 -2.0231 0.6322 0.27
H 0.8978 -1.1914 -0.9018 0.29
H 3.3349 -1.8504 0.8669 0.24
H 3.4737 -0.7597 -0.4888 0.22
H 2.9883 -2.3949 -0.7881 0.27
H -0.1034 2.6225 0.5559 0.23
H -5.3869 -0.2858 -0.1252 0.38
H -4.1167 0.4685 0.5382 0.36
H -2.3439 -0.6600 -0.2761 0.51
H -4.7373 -0.8577 1.2686 0.37
O -1.5882 -0.3539 -0.8111 -0.93
```

Values from the calculation:
HOMO energy   -13.172 eV
LUMO energy   -0.2594 hartree
Kohn-Sham gap   6.1141 eV
Total charge   +1

Q: What are the energies relative to the best structure? A: P 0.0; Q 270.7, in kJ/mol.

P:
Formula: C3H12OSi2
Source: the Open Molecules 2025 dataset
Level of theory: ωB97M-V with the def2-TZVPD basis set

XYZ file:
```
18
Properties=species:S:1:pos:R:3:nbo_charge:R:1
C 2.0672 0.3909 0.9723 -0.60
C -0.9823 -1.6191 -1.4864 -1.06
C 1.3728 -0.3797 -0.2446 -0.91
O -0.9024 -0.7837 1.5803 -1.07
Si -1.6664 1.7764 -0.1541 0.23
Si -0.4801 -0.2155 -0.1405 1.44
H 3.1282 0.3297 0.8415 0.22
H 1.6931 1.3381 0.9551 0.20
H 1.7486 0.0508 1.9411 0.19
H -0.9366 -1.0834 -2.4788 0.23
H -0.1296 -2.3440 -1.3599 0.23
H -1.9429 -2.1322 -1.2953 0.24
H 1.6388 -1.5275 -0.1916 0.24
H 1.7551 -0.0471 -1.2594 0.24
H -0.2005 -0.6742 2.2331 0.48
H -2.7421 2.4483 -1.1451 -0.09
H -2.6267 1.4135 0.9895 -0.10
H -0.7940 3.0586 0.2430 -0.11
```

Values from the calculation:
Structure (SMILES)   CC[Si@@](C)(O)[SiH3]
HOMO energy   -9.864 eV
LUMO energy   0.0252 hartree
Kohn-Sham gap   10.5497 eV

Q:
Formula: C3H12OSi2
Source: the Open Molecules 2025 dataset
Level of theory: ωB97M-V with the def2-TZVPD basis set

XYZ file:
```
18
Properties=species:S:1:pos:R:3:nbo_charge:R:1
C 0.7229 -1.8776 0.8729 -0.61
C 1.8021 2.1369 -0.1723 -1.12
C 1.4325 -0.5894 0.4225 -0.80
O -2.6219 -0.0507 -0.3138 -1.15
Si -3.9632 -0.3865 -0.9553 1.57
Si 0.3112 0.9629 -0.0906 1.09
H 0.5825 -2.7023 0.1123 0.21
H 1.4497 -2.4223 1.5411 0.19
H -0.1066 -1.5246 1.4525 0.21
H 2.4962 1.6025 -0.8802 0.23
H 1.8035 3.2832 -0.4364 0.24
H 2.3697 2.0259 0.7389 0.23
H 2.2629 -0.7862 -0.2524 0.22
H 1.7775 -0.2626 1.3920 0.21
H -0.8577 1.5778 0.9259 -0.13
H -4.6358 0.3384 -2.1681 -0.21
H -4.5648 -1.7966 -0.7060 -0.21
H -0.2607 0.4711 -1.4827 -0.16
```

Values from the calculation:
Structure (SMILES)   CC[SiH2]C.O=[SiH2]
HOMO energy   -9.353 eV
LUMO energy   -0.0282 hartree
Kohn-Sham gap   8.5853 eV

Q: What are the energies relative to the best structure? A: P 0.0; Q 173.1, in kJ/mol.

P:
Formula: C6H7B
Source: the Open Molecules 2025 dataset
Level of theory: ωB97M-V with the def2-TZVPD basis set

XYZ file:
```
14
Properties=species:S:1:pos:R:3:nbo_charge:R:1
B 0.5936 0.4578 -0.0087 0.74
C 2.9557 -0.0605 -0.9542 0.17
C 1.9593 -0.3858 -0.2496 -0.66
C 0.7833 -1.2931 0.1489 -0.12
C -0.3196 -0.7148 -0.2669 -0.21
C 0.3035 1.9396 0.5289 -0.96
C -1.7203 -1.0750 -0.3834 -0.65
H 0.9487 -2.2849 0.5720 0.23
H -0.4037 2.3123 -0.1460 0.24
H 1.2482 2.5713 0.3279 0.25
H -0.1929 2.0714 1.5125 0.25
H -1.9982 -1.8417 0.4299 0.22
H -1.8776 -1.6143 -1.2690 0.25
H -2.2799 -0.0824 -0.2425 0.24
```

Values from the calculation:
HOMO energy   -9.163 eV
LUMO energy   0.0110 hartree
Kohn-Sham gap   9.4632 eV

Q:
Formula: C6H7B
Source: the Open Molecules 2025 dataset
Level of theory: ωB97M-V with the def2-TZVPD basis set

XYZ file:
```
14
Properties=species:S:1:pos:R:3:nbo_charge:R:1
B 1.2882 1.1197 0.2501 0.58
C -1.2941 -1.3059 0.1446 -0.34
C 0.1342 -1.3613 0.0118 -0.11
C -1.8854 -0.1191 -0.0104 0.17
C 0.9622 -0.3451 0.2851 -0.34
C -2.2433 1.0977 0.0223 -0.48
C 2.3460 0.0910 -0.1985 -0.77
H 0.9069 2.1798 0.1384 -0.07
H -1.8146 -2.1727 0.1765 0.22
H 0.6758 -2.3484 -0.3308 0.21
H -2.4365 1.6899 1.0162 0.23
H -2.4512 1.6832 -0.8059 0.22
H 3.1415 -0.2042 0.5001 0.24
H 2.6703 -0.0044 -1.1995 0.23
```

Values from the calculation:
Structure (SMILES)   C=C=C/C=C1\BC1
HOMO energy   -8.532 eV
LUMO energy   -0.0120 hartree
Kohn-Sham gap   8.2053 eV

Q: What are the energies relative to the best structure? A: P 19.2; Q 0.0, in kJ/mol.

P:
Formula: C5H8O3S
Source: the Open Molecules 2025 dataset
Level of theory: ωB97M-V with the def2-TZVPD basis set

XYZ file:
```
17
Properties=species:S:1:pos:R:3:nbo_charge:R:1
C -0.0942 -0.5695 1.0561 -0.15
C 0.8355 -1.4905 0.9648 -0.46
C -0.3746 0.2273 -0.1431 0.22
C 0.2010 1.7216 0.1077 -0.60
C -1.8835 0.4562 -0.4722 -0.61
O 1.1582 -2.5784 -1.5420 -0.88
O 2.8573 -0.9717 -0.7232 -0.88
O 0.3301 -0.2432 -1.2286 -0.68
S 1.5326 -1.4939 -0.7213 2.28
H -0.5385 -0.5378 2.0500 0.24
H 1.2579 -2.0685 1.6839 0.24
H 1.2329 1.9079 -0.1834 0.23
H 0.1689 1.8385 1.2807 0.19
H -0.3600 2.4495 -0.3452 0.21
H -1.9200 0.8992 -1.4965 0.23
H -2.1927 0.9518 0.3896 0.22
H -2.2108 -0.4986 -0.6773 0.22
```

Values from the calculation:
Structure (SMILES)   CC1(C)C=CS(=O)(=O)O1
HOMO energy   -10.077 eV
LUMO energy   0.0225 hartree
Kohn-Sham gap   10.6890 eV

Q:
Formula: C5H8O3S
Source: the Open Molecules 2025 dataset
Level of theory: ωB97M-V with the def2-TZVPD basis set

XYZ file:
```
17
Properties=species:S:1:pos:R:3:nbo_charge:R:1
C -0.9740 2.0327 -1.0667 -1.08
C 0.1904 -0.8612 0.3667 0.27
C -0.3794 -1.7321 -0.4470 -0.42
C -0.4410 -1.5272 2.6074 -0.34
C 0.1464 -0.6478 1.8389 -0.26
O 0.9322 0.2812 -0.1964 -0.75
O 0.4453 0.2302 -2.5402 -0.94
O 1.5747 2.1206 -1.5334 -0.87
S 0.3944 1.1369 -1.4294 2.30
H -0.4441 3.0101 -0.9230 0.23
H -1.0359 -2.6233 -0.0847 0.22
H -0.1248 -1.8684 -1.4533 0.24
H -1.5658 2.2032 -1.9076 0.24
H -0.9638 -2.4673 2.3369 0.20
H 2.4031 1.6533 -1.6019 0.51
H -0.6678 -1.2533 3.6457 0.20
H 0.5100 0.3123 2.3880 0.25
```

Values from the calculation:
Structure (SMILES)   C=CC(=C)O[S@](=C)(=O)O
HOMO energy   -8.711 eV
LUMO energy   0.0164 hartree
Kohn-Sham gap   9.1573 eV

Q: What are the energies relative to the best structure? A: P 0.0; Q 251.0, in kJ/mol.